(1)
ORCA calculation (ωB97M-V/def2-TZVPD) on a structure of composition C29H33N6O3PS2W.

Its net charge is 0. The energy above the lowest of the compared OMol25 structures with the same formula, charge and spin is 29.39 kcal/mol. As for the HOMO energy (alpha / beta): -0.27642 / -0.29782 Ha. The spin multiplicity is 3.

XYZ file:
```
75
Properties=species:S:1:pos:R:3:forces:R:3:mulliken_charge:R:1
W -0.3009 0.6156 1.7593 -1.78 -1.74 0.78 0.89
S -0.2127 0.9555 4.1705 0.07 -0.15 -0.70 -0.41
C -1.3861 -0.1939 4.7809 0.01 0.02 -0.10 0.45
C -1.8145 -0.1020 6.1056 0.00 -0.01 -0.04 -0.61
C -2.7247 -1.0111 6.6106 0.07 0.08 0.03 -0.54
C -3.2277 -2.0207 5.7965 -0.06 -0.05 -0.03 -0.64
C -2.7992 -2.1271 4.4869 0.00 -0.03 -0.08 -0.66
C -1.8699 -1.2237 3.9752 0.05 0.00 0.07 0.40
S -1.3142 -1.4354 2.3105 0.33 0.67 -0.20 -0.30
H -1.4180 0.6968 6.7195 -0.05 -0.02 0.05 0.42
H -3.0440 -0.9293 7.6413 -0.03 -0.01 -0.01 0.36
H -3.9591 -2.7189 6.1815 0.02 -0.01 0.01 0.36
H -3.1824 -2.9044 3.8367 -0.01 -0.03 0.06 0.42
N 1.6213 0.3629 1.8116 1.77 0.23 -0.03 -0.49
C 2.7810 0.5606 1.9104 -0.25 -0.21 -0.07 1.22
C 4.1178 0.7265 1.9944 0.21 0.04 0.03 0.25
C 4.7741 0.8115 3.2549 -0.02 -0.03 0.16 -0.16
N 5.3225 0.8514 4.2657 -0.03 0.05 -0.03 -0.50
C 4.8939 0.7711 0.8047 0.07 0.03 -0.17 0.04
N 5.5206 0.8148 -0.1609 -0.06 -0.03 -0.01 -0.55
O -3.3320 2.8367 0.2939 0.07 -0.10 0.15 -0.68
C -2.2426 2.6191 0.7618 -0.03 0.59 -0.49 0.27
O -1.9557 1.5978 1.5396 -0.41 0.27 -0.11 -0.59
C -1.0478 3.4893 0.4791 0.05 -0.07 0.16 0.39
C -1.1331 4.4986 -0.4669 -0.02 -0.07 0.03 -0.59
C 0.0011 5.2176 -0.8097 0.01 0.05 -0.05 -0.60
C 1.2215 4.9303 -0.2135 0.00 0.00 -0.01 -0.49
C 1.3090 3.9348 0.7487 0.17 -0.14 0.20 -1.05
C 0.1720 3.2289 1.0959 -0.28 0.21 -0.11 0.31
H -2.0934 4.6855 -0.9287 0.01 0.01 -0.02 0.51
H -0.0618 6.0046 -1.5503 -0.01 -0.01 0.00 0.42
H 2.1063 5.4870 -0.4920 0.00 0.00 0.01 0.42
H 2.2527 3.7195 1.2344 0.00 0.02 -0.02 0.53
H 0.2229 2.5183 1.9506 0.25 1.07 0.07 0.70
O -0.0727 0.9452 -0.5179 -0.29 -0.60 1.04 0.04
P -0.1008 -0.3839 -1.2432 -0.01 -0.97 -0.82 -1.94
N -1.3917 -1.2957 -0.7764 0.11 0.23 -0.16 1.26
C -2.7242 -0.6300 -0.8438 -0.07 -0.05 -0.01 -0.47
C -3.7015 -1.7469 -1.2161 0.11 -0.06 -0.07 -0.82
C -2.8338 -2.7644 -1.9547 -0.02 0.12 0.12 -0.61
C -1.5357 -2.7124 -1.1591 0.00 -0.08 -0.02 -0.60
N -0.2053 -0.0300 -2.8550 0.37 0.26 0.28 0.46
C -0.0112 -1.0776 -3.8723 -0.07 -0.03 -0.01 -0.19
C 0.3608 -0.3101 -5.1439 0.06 0.07 0.09 -0.73
C 1.0261 0.9612 -4.6105 -0.11 -0.09 -0.02 -0.63
C 0.1592 1.2920 -3.4013 -0.07 0.09 -0.12 -0.24
N 1.2061 -1.3825 -1.0699 -0.29 0.51 0.17 0.57
C 1.3923 -2.4971 -0.1151 0.10 -0.11 -0.10 -0.03
C 2.9083 -2.5858 0.0861 -0.02 0.09 -0.20 -0.74
C 3.4886 -1.9338 -1.1729 -0.06 -0.01 0.08 -0.84
C 2.5086 -0.8033 -1.4534 0.08 -0.10 -0.14 0.13
H -2.7147 0.1655 -1.5946 0.03 -0.02 -0.01 0.37
H -2.9914 -0.1958 0.1119 0.07 0.17 0.15 0.08
H -4.5302 -1.3737 -1.8141 -0.03 0.00 0.03 0.45
H -4.1046 -2.1959 -0.3067 -0.03 0.00 -0.01 0.30
H -2.6579 -2.4322 -2.9807 -0.03 -0.06 0.00 0.07
H -3.2653 -3.7640 -1.9733 0.01 -0.01 -0.05 0.49
H -0.6704 -3.0551 -1.7270 -0.08 0.00 0.02 0.36
H -1.6242 -3.3128 -0.2482 0.07 -0.05 -0.04 0.25
H -0.9219 -1.6658 -4.0063 0.06 -0.01 0.00 0.01
H 0.7913 -1.7593 -3.5707 -0.01 0.01 0.00 0.29
H -0.5416 -0.0443 -5.6971 0.00 -0.03 -0.03 0.35
H 1.0061 -0.8977 -5.7943 -0.03 0.01 -0.04 0.36
H 1.0415 1.7670 -5.3424 0.03 0.02 0.01 0.43
H 2.0531 0.7559 -4.3011 0.00 0.02 -0.01 0.23
H -0.7454 1.8168 -3.7245 0.02 0.04 0.06 0.39
H 0.6575 1.9038 -2.6517 -0.01 -0.01 0.01 -0.02
H 1.0127 -3.4189 -0.5625 0.03 0.01 0.08 0.48
H 0.8702 -2.3328 0.8228 -0.12 0.03 0.08 -0.15
H 3.2342 -3.6169 0.2091 0.01 0.00 0.06 0.44
H 3.2092 -2.0282 0.9710 0.02 0.04 0.08 0.18
H 3.4727 -2.6444 -2.0017 0.04 0.00 -0.02 0.32
H 4.5034 -1.5651 -1.0354 -0.01 -0.03 -0.05 0.46
H 2.4947 -0.5026 -2.5035 0.03 -0.03 0.03 -0.17
H 2.7506 0.0830 -0.8583 -0.03 -0.01 0.00 -0.05
```
Forces are in eV/Å.

---

(2)
ORCA calculation (ωB97M-V/def2-TZVPD) on a structure of composition C29H34As2N2O13PdS.

Its net charge is +2. As for the HOMO energy (alpha / beta): -0.51415 / -0.52573 Ha. The spin multiplicity is 5.

XYZ file:
```
82
Properties=species:S:1:pos:R:3:forces:R:3:mulliken_charge:R:1
Pd -1.2850 -0.0553 -1.1378 0.01 0.12 -0.77 0.23
C 2.4308 6.9425 -4.5044 0.02 0.04 -0.01 -1.47
C 1.9228 5.7709 -3.7241 -0.04 -0.04 0.06 1.00
C 1.5156 5.9311 -2.3967 0.00 -0.03 -0.03 -0.92
C 1.0310 4.8656 -1.6639 -0.01 -0.04 0.05 -0.38
C 0.9505 3.6140 -2.2743 -0.07 -0.07 0.05 -0.50
C 1.3480 3.4271 -3.5931 0.00 -0.13 -0.09 -0.30
C 1.8363 4.5045 -4.3050 0.00 0.02 0.01 -1.05
S 0.3031 2.2839 -1.3673 -0.03 0.10 0.20 2.87
O 0.3399 2.5889 0.0439 0.04 0.07 -0.12 -0.69
O 0.8947 1.0022 -1.7646 0.02 0.09 0.09 -0.79
N -1.2636 2.0039 -1.8099 0.02 -0.01 0.09 -0.29
C -2.2322 2.8431 -1.3408 -0.07 0.03 -0.05 -0.80
C -2.4744 2.3493 0.4309 -0.06 0.33 0.00 0.79
O -2.6559 3.3235 1.0856 -0.01 -0.19 -0.04 -0.49
O -2.4191 1.1224 0.5034 0.18 -0.14 0.15 -0.54
H 3.1520 7.5142 -3.9207 0.00 0.00 -0.01 0.38
H 1.6050 7.6134 -4.7491 0.01 0.01 -0.01 0.33
H 2.9020 6.6327 -5.4344 0.00 0.00 0.00 0.38
H 1.5898 6.9053 -1.9308 0.00 0.00 0.00 0.42
H 0.7351 4.9890 -0.6310 0.00 0.00 0.00 0.54
H 1.2961 2.4479 -4.0510 0.00 0.01 0.01 0.27
H 2.1637 4.3647 -5.3268 -0.01 0.00 0.00 0.36
H -3.2385 2.5948 -1.6732 0.01 0.01 0.00 0.45
H -2.0132 3.9088 -1.3153 0.01 -0.01 0.02 0.28
O -3.1378 -1.2389 -1.3321 -0.13 0.09 -0.01 -0.58
C -2.7362 -2.4572 -1.9904 0.08 0.04 -0.14 -0.12
C -1.9476 -2.0676 -3.2186 -0.11 0.07 0.19 0.73
C -2.0972 -2.7039 -4.4340 0.04 0.01 0.00 -1.04
C -1.3214 -2.2860 -5.5088 -0.01 0.03 0.09 -0.33
C -0.4335 -1.2384 -5.3297 -0.02 -0.03 -0.01 -0.97
C -0.3465 -0.6410 -4.0848 0.14 0.02 -0.05 -0.34
N -1.0803 -1.0524 -3.0537 -0.20 -0.31 0.18 0.41
H -3.4452 -1.4475 -0.4339 0.07 -0.02 0.00 0.34
H -3.6201 -3.0375 -2.2487 0.01 0.01 -0.07 0.51
H -2.1094 -3.0437 -1.3117 0.00 -0.02 -0.01 0.10
H -2.8149 -3.5059 -4.5374 0.00 0.00 -0.02 0.49
H -1.4210 -2.7664 -6.4725 0.00 0.00 0.00 0.45
H 0.1840 -0.8798 -6.1403 0.00 0.00 0.00 0.48
H 0.3328 0.1757 -3.8885 -0.01 -0.01 0.01 0.49
C 2.5315 -4.9941 -0.4994 -0.03 0.03 0.03 -0.74
O 1.8826 -4.3505 0.6307 0.02 -0.04 0.06 -0.18
C 1.4953 -3.1179 0.4748 -0.07 0.09 -0.13 -0.25
O 1.5532 -2.4691 -0.5645 0.03 -0.01 0.03 -0.65
C 0.9043 -2.4365 1.6506 0.07 -0.01 0.10 0.38
C 0.7252 -2.9161 2.8836 -0.12 0.10 -0.12 0.01
As -0.3067 -2.1151 4.4013 0.10 -0.01 0.10 0.39
C 1.0270 -2.2814 5.8118 -0.06 0.02 -0.03 -1.36
C 0.0318 -0.3391 3.5701 -0.19 -0.09 -0.16 0.50
C -0.6432 -0.2608 2.4163 0.05 0.11 -0.01 1.07
As 0.5830 -0.6392 0.9428 0.23 -0.06 0.19 1.63
C 2.2973 0.2628 0.9439 -0.06 -0.04 0.06 -1.67
C -1.9338 -0.9430 2.0611 0.01 -0.12 0.14 -0.74
O -1.9660 -1.6615 1.0702 -0.07 0.02 0.04 -0.40
O -3.0172 -0.7537 2.7649 0.00 -0.01 -0.09 -0.40
C -3.1156 0.2837 3.7673 0.02 -0.01 0.00 -0.55
C 1.3437 0.3520 3.8277 0.12 -0.11 0.39 0.37
O 2.3386 -0.2992 3.9942 0.01 0.08 -0.22 -0.47
O 1.3549 1.6714 3.9190 0.06 0.07 -0.07 -0.37
C 0.1567 2.4709 3.8547 -0.02 -0.01 -0.01 -0.47
C 1.3472 -4.2366 3.2959 0.12 0.00 -0.01 0.18
O 2.4706 -4.2224 3.7014 -0.09 -0.02 0.02 -0.50
O 0.5991 -5.3335 3.2855 0.04 -0.03 -0.01 -0.34
C -0.7027 -5.3373 2.6788 -0.02 0.03 0.04 -0.45
H 2.8135 -5.9756 -0.1381 0.01 0.00 -0.01 0.27
H 3.4048 -4.4153 -0.7870 0.00 -0.01 -0.01 0.32
H 1.8303 -5.0630 -1.3271 0.01 0.00 -0.01 0.30
H 0.9452 -3.2970 6.1990 -0.01 -0.01 -0.01 0.47
H 0.7545 -1.5901 6.6092 -0.01 0.01 -0.02 0.49
H 2.0319 -2.0880 5.4534 -0.02 -0.01 -0.01 0.44
H 2.9690 -0.2964 1.5909 0.01 -0.01 0.02 0.68
H 2.1628 1.2857 1.2867 -0.02 0.01 0.00 0.49
H 2.6305 0.2555 -0.0903 0.00 -0.01 -0.01 0.50
H -4.1799 0.4039 3.9356 0.00 0.00 0.01 0.34
H -2.6895 1.2112 3.3898 0.00 -0.01 0.00 0.22
H -2.6303 -0.0354 4.6872 0.01 0.01 0.00 0.24
H 0.4645 3.4600 4.1764 0.00 0.00 -0.01 0.36
H -0.6010 2.0887 4.5384 0.01 0.00 -0.02 0.25
H -0.2227 2.5154 2.8343 -0.01 -0.01 0.00 0.15
H -0.9604 -6.3836 2.5549 0.00 0.00 0.01 0.37
H -0.6874 -4.8473 1.7065 0.01 0.00 -0.01 0.14
H -1.4327 -4.8605 3.3332 -0.01 0.01 -0.01 0.26
```
Forces are in eV/Å.

---

Looking at calculated total energy for the records above, in order, we have -78479.87523; -196193.53599 eV.
Looking at molar mass for the records above, in order, we have 792.57; 906.92 u.